Molecular formula: C5H10O
Method: DFT, ωB97M-V/def2-TZVPD

Geometry as XYZ:
```
16
Properties=species:S:1:pos:R:3:nbo_charge:R:1
H -1.76 -0.40 1.16 0.225
C -0.80 -0.09 -0.81 0.025
H 0.02 0.82 2.30 -0.037
C 0.16 -0.68 -1.49 -0.424
C -1.95 -0.21 0.10 -0.452
H -1.04 1.85 0.22 0.231
H 3.01 -0.90 -0.44 0.111
C 2.51 -0.60 0.50 0.284
O 2.75 0.45 1.04 -0.510
H 0.83 -0.10 -2.13 0.205
H 0.73 0.83 2.09 0.029
H 0.31 -1.76 -1.45 0.200
H 1.77 -1.32 0.90 0.115
H -2.87 -0.65 -0.28 0.224
C -1.51 1.15 -0.47 -0.450
H -2.14 1.61 -1.22 0.224
```

Properties
Highest occupied orbital energy, eV: -9.9
Energy, a.u.: -271.60942
Multiplicity: 1
Net charge: 0
SMILES: C=C1CC1.[H][H].C=O